1.
This record from the Open Molecules 2025 dataset describes one molecule with the formula C6H11NO at a distorted geometry. The level of theory is ωB97M-V/def2-TZVPD.

Cartesian coordinates (Å):
1 C 0.1264 1.4879 -1.0718
2 C 1.8668 0.1965 0.9337
3 H -0.5048 1.5715 -2.0233
4 O -0.1310 2.3978 -0.1166
5 C -0.0835 -1.5436 1.0365
6 C -1.3263 -0.6636 -0.6632
7 H -2.0614 -0.2349 0.0810
8 H 0.5615 -2.3658 1.4781
9 H 1.1344 1.6354 -1.4835
10 H 2.2844 -0.1772 1.8860
11 H 2.6277 0.0393 0.1752
12 H -0.6141 -0.9914 1.7720
13 H -1.7636 -0.7671 -1.6893
14 H -1.0285 2.1745 0.1644
15 C -0.0411 0.0530 -0.6255
16 H 1.7208 1.2661 0.8031
17 C 0.6687 -0.4718 0.3531
18 H -1.8350 -2.3638 0.1900
19 N -0.9627 -1.9028 -0.0283

Properties
E_HOMO in eV: -8.5
ΔE to the lowest compared entry with this formula, charge and spin in kcal per mole: 59.16
SMILES: CC1=C(CO)CNC1
Kohn-Sham gap in eV: 9.34
DFT total energy in eV: -9935.8891
Total charge: 0

Which charges does Löwdin predict for the atoms? In e, they are: atom 1 (C): -0.296, atom 2 (C): -0.022, atom 3 (H): 0.135, atom 4 (O): -0.019, atom 5 (C): -0.181, atom 6 (C): -0.201, atom 7 (H): 0.133, atom 8 (H): 0.146, atom 9 (H): 0.126, atom 10 (H): 0.093, atom 11 (H): 0.084, atom 12 (H): 0.113, atom 13 (H): 0.134, atom 14 (H): 0.109, atom 15 (C): -0.199, atom 16 (H): 0.069, atom 17 (C): -0.254, atom 18 (H): 0.111, atom 19 (N): -0.082



2.
This record from the Open Molecules 2025 dataset describes C42H49BFN12O3Pt as an isolated structure at a distorted geometry. The level of theory is ωB97M-V/def2-TZVPD.

Cartesian coordinates (Å):
1 O -1.8228 -1.3095 0.3037
2 C -1.1033 -1.0049 3.2160
3 H -4.7563 2.1365 0.8148
4 C 0.1501 -3.7325 0.8952
5 C 1.0699 -2.7968 1.5840
6 H -7.5386 -6.7008 -0.2439
7 O -0.8261 0.0752 2.6701
8 C 0.5647 2.8483 2.3889
9 H 2.7977 7.3279 -2.1280
10 H -1.5299 2.7183 2.5670
11 H 6.0824 0.0775 -1.3449
12 C 2.1306 0.0355 -2.0297
13 H -2.7673 0.7038 1.1053
14 C -2.3261 -1.7667 2.5987
15 H -6.4500 -4.1784 2.0866
16 H -9.7042 -6.6243 0.6882
17 C 1.0620 -0.1445 -3.0408
18 F -5.4115 -3.4856 -2.2455
19 C -4.0649 -2.7090 -0.5270
20 N 2.2459 5.9870 -0.6893
21 N 2.2729 -1.0156 1.9515
22 C 4.0285 0.1241 -0.8747
23 H 5.6715 -0.7275 0.1717
24 C -7.7388 -5.7935 0.3397
25 N 2.2469 1.5004 2.0558
26 H -7.2328 -5.9195 1.2949
27 H -1.7344 6.4978 -3.1260
28 H 4.7615 2.3676 3.0121
29 H -6.7509 -2.0547 3.7576
30 C -6.0863 -3.9676 0.0034
31 C -2.5578 3.7121 -1.2219
32 C 3.6217 -1.6497 3.9619
33 C -3.8458 2.3626 0.2845
34 C 1.9878 6.7130 -1.7573
35 H -0.6675 -4.0175 1.5552
36 C -0.7825 3.4615 2.3027
37 H -5.6966 -4.3711 3.8928
38 O -0.6306 -1.5686 4.1835
39 H 0.6759 -1.1628 -2.9874
40 C 2.6356 2.3522 3.0272
41 C -6.1331 -2.3596 4.6002
42 H -3.4613 5.0377 -2.6115
43 N 0.1107 5.0983 -0.7313
44 C 3.9368 2.3361 3.7198
45 H 3.3367 -0.7691 4.5367
46 C -2.5377 -1.8213 1.1876
47 H -10.8476 -5.2269 -0.7026
48 C -5.7676 -3.7925 1.3489
49 N 1.8437 0.2644 -0.7444
50 H 5.6893 1.0292 0.0949
51 C -7.7183 -4.6054 -1.7544
52 C 5.4477 0.1277 -0.4651
53 H 1.5185 4.6484 0.6980
54 H -7.7688 -3.5621 -2.0774
55 B 3.0054 0.2793 1.5100
56 H 1.5586 4.0360 3.9631
57 H 1.4474 0.0137 -4.0434
58 C 3.5117 -0.0396 -2.1594
59 C -1.5285 5.7277 -2.3950
60 H 0.2356 0.5391 -2.8477
61 N -4.2956 -3.0175 3.1216
62 N -7.2416 -4.6350 -0.3743
63 H -0.8445 4.2826 3.0107
64 C -0.2038 5.8167 -1.8070
65 C -9.1104 -5.2397 -1.8473
66 H -5.5835 -1.4911 4.9579
67 C -4.6121 -3.1306 1.7876
68 Pt 0.0276 0.1916 0.4440
69 N 1.3021 -1.5523 1.1763
70 H 4.1102 0.2738 1.9089
71 C -3.7595 3.4612 -0.5478
72 C -9.2517 -5.6395 0.5680
73 N 1.0063 1.8137 1.6551
74 H 4.0050 3.2014 4.3721
75 H -7.0554 -5.1426 -2.4454
76 C -2.5130 4.8621 -2.1178
77 H 0.5118 7.3081 -3.2186
78 H -9.4538 -5.0521 1.4632
79 H -0.2519 -3.2812 -0.0080
80 N 2.9865 0.2915 -0.0338
81 H -9.8447 -3.9307 -0.4479
82 C -2.7381 1.5469 0.4326
83 C -3.1792 -2.3659 3.4757
84 H -9.6368 -4.8312 -2.7108
85 C 1.3032 5.2154 -0.1957
86 H -0.6014 2.9073 -1.6149
87 C 0.7434 6.6916 -2.3653
88 C -5.1663 -3.4695 4.1960
89 C -1.5193 2.7892 -1.0557
90 H -0.9845 3.8393 1.3039
91 C 1.5831 3.2349 3.2525
92 H 4.0639 -0.1923 -3.0615
93 H -9.0541 -6.3227 -1.9647
94 H -2.9507 -2.3235 4.5322
95 C -3.7427 -2.5652 0.8277
96 H -4.6050 4.1229 -0.6715
97 N -9.8649 -4.9461 -0.6045
98 C -5.1878 -3.3816 -0.9215
99 H 1.9317 -3.9693 3.2511
100 H -4.5349 -3.7371 5.0438
101 C 2.6362 -1.9016 2.8936
102 H -3.4026 -2.2965 -1.2727
103 H 4.0386 1.4380 4.3279
104 H 0.6889 -4.6418 0.6322
105 C 1.8905 -3.0644 2.6849
106 N -1.6107 1.7384 -0.2473
107 H -6.7768 -2.7051 5.4040
108 H 4.6155 -1.4819 3.5486
109 H 3.6592 -2.5073 4.6280

Properties
E_HOMO (alpha / beta) in eV: -14.7 / -14.7
ΔE to the lowest compared entry with this formula, charge and spin in kcal per mole: 97.84
Kohn-Sham gap (alpha / beta) in eV: 4.56 / 4.56
DFT total energy in eV: -74989.9116
Total charge: +3

Löwdin atomic charge list, values in e, 99 entries: atom 1 (O): -0.108, atom 2 (C): -0.628, atom 3 (H): 0.122, atom 4 (C): 0.003, atom 5 (C): -0.299, atom 6 (H): 0.142, atom 7 (O): -0.046, atom 8 (C): -0.305, atom 9 (H): 0.123, atom 10 (H): 0.076, atom 11 (H): 0.099, atom 12 (C): -0.302, atom 13 (H): 0.090, atom 14 (C): -0.022, atom 15 (H): 0.102, atom 16 (H): 0.146, atom 17 (C): -0.005, atom 18 (F): 0.075, atom 19 (C): 0.090, atom 20 (N): 0.095, atom 21 (N): 0.038, atom 22 (C): -0.223, atom 23 (H): 0.099, atom 24 (C): -0.118, atom 25 (N): 0.046, atom 26 (H): 0.130, atom 27 (H): 0.122, atom 28 (H): 0.098, atom 29 (H): 0.077, atom 30 (C): -0.125, atom 31 (C): -0.172, atom 32 (C): 0.020, atom 33 (C): -0.007, atom 34 (C): -0.096, atom 35 (H): 0.090, atom 36 (C): 0.002, atom 37 (H): 0.116, atom 38 (O): 0.110, atom 39 (H): 0.093, atom 40 (C): -0.219, atom 41 (C): -0.044, atom 42 (H): 0.122, atom 43 (N): 0.119, atom 44 (C): 0.015, atom 45 (H): 0.091, atom 46 (C): -0.343, atom 47 (H): 0.199, atom 48 (C): 0.068, atom 49 (N): -0.037, atom 50 (H): 0.098, atom 51 (C): -0.121, atom 52 (C): 0.008, atom 53 (H): 0.098, atom 54 (H): 0.139, atom 55 (B): -0.488, atom 56 (H): 0.136, atom 57 (H): 0.097, atom 58 (C): 0.067, atom 59 (C): -0.001, atom 60 (H): 0.066, atom 61 (N): -0.022, atom 62 (N): -0.083, atom 63 (H): 0.103, atom 64 (C): -0.261, atom 65 (C): -0.083, atom 66 (H): 0.085, atom 67 (C): -0.110, atom 68 (Pt): 1.556, atom 69 (N): 0.035, atom 70 (H): 0.124, atom 71 (C): 0.032, atom 72 (C): -0.068, atom 73 (N): 0.045, atom 74 (H): 0.101, atom 75 (H): 0.144, atom 76 (C): -0.026, atom 77 (H): 0.120, atom 78 (H): 0.140, atom 79 (H): 0.074, atom 80 (N): 0.035, atom 81 (H): 0.195, atom 82 (C): -0.144, atom 83 (C): 0.044, atom 84 (H): 0.150, atom 85 (C): -0.185, atom 86 (H): 0.126, atom 87 (C): 0.033, atom 88 (C): -0.171, atom 89 (C): -0.070, atom 90 (H): 0.059, atom 91 (C): 0.062, atom 92 (H): 0.130, atom 93 (H): 0.145, atom 94 (H): 0.160, atom 95 (C): -0.046, atom 96 (H): 0.136, atom 97 (N): 0.069, atom 98 (C): -0.176, atom 99 (H): 0.133



3.
This record from the Open Molecules 2025 dataset describes C20H11F5N2O2PtS as an isolated structure at a distorted geometry. The level of theory is ωB97M-V/def2-TZVPD.

Cartesian coordinates (Å):
1 C 4.4523 -0.5484 -0.9647
2 Pt 0.2145 0.1066 -0.0075
3 C -2.8348 -1.5557 -0.2859
4 H 6.0508 0.8578 -0.7553
5 S -0.1148 -2.0632 -0.6085
6 N 0.5600 2.1315 0.2173
7 C 0.0146 4.3643 0.8026
8 N 2.2282 0.2751 -0.7331
9 H 2.6146 -1.6799 -1.1851
10 F -3.6202 -5.3187 1.0979
11 C -4.3985 -3.1787 0.5190
12 C 2.2925 3.8012 0.2973
13 O -0.8450 0.1572 1.7735
14 C 3.6949 4.0756 0.1761
15 C 4.9806 0.6946 -0.7351
16 C 4.1165 1.7645 -0.4429
17 C -2.0772 -3.7157 0.3115
18 F -1.1137 -4.6280 0.4560
19 F -2.6477 -0.3188 -0.7610
20 C 2.7462 1.4914 -0.4092
21 C -1.1377 -0.5317 3.9981
22 C -1.7664 -2.4425 -0.1615
23 C 1.3284 4.7473 0.6870
24 H 1.6290 5.7675 0.8900
25 H -0.7513 5.0672 1.0971
26 H 5.0853 -1.4023 -1.1578
27 C 1.8433 2.5038 0.0443
28 C -0.3385 3.0298 0.5720
29 F -5.6453 -3.5253 0.8430
30 H -1.0956 0.4692 4.4302
31 H -2.1816 -0.7486 3.7746
32 C 3.0628 -0.7189 -0.9655
33 H -1.3495 2.6680 0.7017
34 O 0.7392 -1.1718 2.6523
35 H 5.6274 3.3026 -0.2110
36 C 4.5660 3.0970 -0.1542
37 C -4.1278 -1.9064 0.0507
38 F -5.1232 -1.0244 -0.0828
39 C -0.3115 -0.5626 2.7256
40 H -0.7441 -1.2500 4.7113
41 C -3.3663 -4.0881 0.6450
42 H 4.0438 5.0802 0.3788

Properties
E_HOMO in eV: -7.4
ΔE to the lowest compared entry with this formula, charge and spin in kcal per mole: 0.91
Kohn-Sham gap in eV: 6.31
DFT total energy in eV: -55663.6536
Total charge: 0

Which charges does Löwdin predict for the atoms? In e, they are: atom 1 (C): -0.019, atom 2 (Pt): 0.936, atom 3 (C): -0.245, atom 4 (H): 0.124, atom 5 (S): 0.611, atom 6 (N): -0.058, atom 7 (C): -0.020, atom 8 (N): -0.025, atom 9 (H): 0.092, atom 10 (F): 0.119, atom 11 (C): -0.142, atom 12 (C): -0.134, atom 13 (O): -0.238, atom 14 (C): -0.009, atom 15 (C): 0.008, atom 16 (C): -0.134, atom 17 (C): -0.243, atom 18 (F): 0.086, atom 19 (F): 0.055, atom 20 (C): -0.137, atom 21 (C): -0.006, atom 22 (C): -0.504, atom 23 (C): 0.010, atom 24 (H): 0.123, atom 25 (H): 0.114, atom 26 (H): 0.115, atom 27 (C): -0.143, atom 28 (C): -0.075, atom 29 (F): 0.123, atom 30 (H): 0.078, atom 31 (H): 0.075, atom 32 (C): -0.093, atom 33 (H): 0.126, atom 34 (O): 0.005, atom 35 (H): 0.120, atom 36 (C): -0.008, atom 37 (C): -0.145, atom 38 (F): 0.117, atom 39 (C): -0.710, atom 40 (H): 0.077, atom 41 (C): -0.145, atom 42 (H): 0.120



4.
This record from the Open Molecules 2025 dataset describes C6H9O5Sc as an isolated structure at a distorted geometry. The level of theory is ωB97M-V/def2-TZVPD.

Cartesian coordinates (Å):
1 H -0.6588 3.2437 1.8963
2 O 0.4856 1.8137 1.0064
3 H -2.7120 0.7892 -0.6448
4 H 1.0950 3.3013 2.3006
5 C 0.3565 3.1331 1.5032
6 O -0.3609 -2.9135 -0.5366
7 H 0.5141 3.8603 0.6946
8 H -2.3412 0.1445 -2.3717
9 H 2.6182 -0.3835 -0.0762
10 O -0.8368 -3.0121 -2.7590
11 C -0.4142 -2.6192 -1.7103
12 C 1.6263 0.0681 -0.1114
13 C -0.0012 -0.5285 -1.7861
14 H -2.7551 -0.9365 -1.0560
15 Sc -0.1115 -0.1434 1.1904
16 C 1.6593 1.5411 0.1908
17 O 1.1923 -0.1864 -1.5206
18 H 1.6388 2.1975 -0.6934
19 O -0.8690 0.0138 -0.9330
20 H 2.5372 1.7617 0.8169
21 C -2.2760 0.0191 -1.2870

Properties
E_HOMO in eV: -17.6
ΔE to the lowest compared entry with this formula, charge and spin in kcal per mole: 13.70
Kohn-Sham gap in eV: 7.21
DFT total energy in eV: -37283.7759
Total charge: +2

Which charges does Löwdin predict for the atoms? In e, they are: atom 1 (H): 0.120, atom 2 (O): -0.325, atom 3 (H): 0.118, atom 4 (H): 0.130, atom 5 (C): 0.006, atom 6 (O): 0.118, atom 7 (H): 0.132, atom 8 (H): 0.138, atom 9 (H): 0.151, atom 10 (O): 0.219, atom 11 (C): -0.441, atom 12 (C): -0.139, atom 13 (C): -0.120, atom 14 (H): 0.120, atom 15 (Sc): 1.673, atom 16 (C): -0.136, atom 17 (O): 0.054, atom 18 (H): 0.174, atom 19 (O): -0.208, atom 20 (H): 0.162, atom 21 (C): 0.052